[1]
Below is an isolated ion of composition C5H12NS and charge -1, with properties calculated with ωB97M-V/def2-TZVPD.

Cartesian coordinates (Å):
H -2.4459 2.1429 0.1459
H -1.5878 1.2825 -1.1744
H -0.1528 2.2954 1.3022
C -0.5508 1.4661 0.6926
H -0.8464 -1.1569 -1.7953
H -1.2401 2.9576 -0.5818
H 0.0494 -2.6176 -1.2449
H 0.4859 1.0611 -0.9346
H -0.4482 -0.7650 1.0259
C 1.6783 -1.3756 0.8690
N 0.5703 0.7554 0.0062
C -0.0331 -1.4063 -1.1593
H 1.9842 -0.7688 1.6798
C -1.4878 2.0060 -0.3599
H 2.6289 -1.5990 0.1289
H -1.1167 0.7161 1.5060
H 0.8305 -1.2128 -1.7410
S 1.2750 -3.0061 1.4908
C 0.4069 -0.7750 0.1440

Properties
2S+1: 1
SMILES: CCN[C@@H](C)C[S-]
lowest unoccupied orbital energy: 3.53 eV
gap between HOMO and LUMO: 0.206 Ha
highest occupied orbital energy: -2.08 eV
total charge: -1

These are the Löwdin partial charges, in e, on atoms 1 to 2: 0.067, 0.077

[2]
Below is a 5-piece molecular cluster, C2H13NO4 overall, with properties calculated with ωB97M-V/def2-TZVPD.

Cartesian coordinates (Å):
H 0.5487 0.7833 -2.8233
H -0.0943 2.5100 0.8606
H 2.7402 0.3139 0.6817
O -0.1149 1.8820 1.5913
H -0.0235 -2.4730 0.1922
H 1.2218 -0.5903 0.3496
H -1.3252 1.2636 0.7686
H -2.8175 0.9148 1.0488
H 2.4692 1.6574 -1.3611
H 0.5388 1.1729 1.2961
O -1.8771 -1.6716 -0.1838
C 0.7108 0.3263 -1.8683
H -2.3136 -2.0991 -0.9239
N 1.8259 0.3022 0.2340
C 1.7476 0.7659 -1.0771
O 0.6855 -2.0883 0.6916
H -0.0554 -0.3138 -1.5294
O -2.0107 0.6652 0.6065
H 0.4775 -2.4755 1.5635
H -2.3337 -0.8457 -0.1173

Properties
2S+1: 1
SMILES: C=CN.O.O.O.O
lowest unoccupied orbital energy: 0.73 eV
gap between HOMO and LUMO: 0.321 Ha
highest occupied orbital energy: -8.00 eV

These are the Löwdin partial charges, in e, on atoms 1 to 2: 0.026, 0.055

[3]
Below is C21H42InO7 as an isolated structure, with properties calculated with ωB97M-V/def2-TZVPD.

Cartesian coordinates (Å):
C 3.8089 3.7289 2.6623
H -3.9609 -4.8298 -2.5135
O 2.7224 3.0964 3.3326
H -3.2279 -1.5202 -3.4951
H 1.3110 1.8447 -1.7405
H 2.4935 0.3284 3.0228
C 0.8922 0.5511 -0.0547
In -0.2452 3.5560 -0.1298
H 1.4255 -4.2610 1.9372
H 4.0943 7.2143 2.7054
H -0.3292 1.2509 -1.6658
H -0.6337 4.7521 -1.3892
H 1.0705 -0.5544 2.5403
O -5.2814 -1.4151 -3.7497
H 4.7382 3.2228 2.9129
C -0.6212 -3.6413 0.2047
C -6.1903 -2.3372 -4.1399
C 1.6867 0.9933 1.1658
H -0.0638 -1.7250 -3.5753
H -0.4943 -1.9293 1.5374
H 1.2710 -2.9013 -3.5399
H 1.0469 4.1783 0.9254
H 1.3963 -2.8355 2.9515
C 0.4854 1.6488 -1.0441
C -3.1441 2.3860 -0.0378
H -1.8124 -2.4813 -1.1906
C 2.0051 -0.1285 2.1573
H 2.6355 1.4398 0.8338
H -0.2905 -1.7100 -0.7630
C -4.1892 -3.3975 -4.0968
H 4.1815 5.2209 4.1664
H 1.8292 -2.2789 0.0342
H 3.6605 6.2037 1.3189
O 0.6445 3.8152 3.8378
H 3.5646 -1.5932 2.4329
C 1.7690 4.0434 3.5567
C -3.5251 -4.5978 -3.4864
C 2.2713 -2.4952 1.0088
H -3.7376 1.5635 0.3849
O -7.3279 -2.1082 -4.3969
H -0.8385 -3.4373 2.3442
H 3.5933 -0.7963 0.8730
H -1.7962 2.1643 1.6492
C -0.2346 -2.9916 1.5492
C 3.7108 5.1536 3.1784
C -4.1156 -2.1133 -3.2946
H 5.2770 6.0718 2.0499
H 0.1077 -4.4071 -0.0749
C 4.2166 6.2297 2.2562
H 3.6268 3.6847 1.5847
H -3.8556 3.1629 -0.3331
H -2.4603 -4.3932 -3.3525
H 1.1371 1.7822 1.6844
C 2.9209 -1.2406 1.6178
C -0.7524 -2.6740 -0.9762
H 3.0811 -3.2039 0.8073
O -0.1621 -3.2403 -2.1450
H -0.0116 0.0427 0.3083
O -5.6188 -3.5639 -4.2005
H -2.7103 1.9960 -0.9670
C 0.5830 -2.3245 -2.9220
C 1.2397 -3.1810 1.9243
O 2.2964 5.2780 3.3644
H -3.8166 -3.2233 -5.1112
C -2.0896 2.9383 0.9322
H 1.4934 -0.2213 -0.5626
H -2.4854 3.7850 1.4977
H 1.1532 -1.6381 -2.2894
H -3.6360 -5.4748 -4.1227
H -1.5741 -4.1621 0.3315
H -4.2084 -2.3001 -2.2219

Properties
2S+1: 1
lowest unoccupied orbital energy: 2.44 eV
gap between HOMO and LUMO: 0.244 Ha
highest occupied orbital energy: -4.20 eV
total charge: -1

These are the Löwdin partial charges, in e, on atoms 1 to 2: -0.113, 0.092

[4]
Below is C14H13Cl2CuN2OS as an isolated structure, with properties calculated with ωB97M-V/def2-TZVPD.

Cartesian coordinates (Å):
H 2.5630 4.4779 2.4034
H -2.1468 -1.2572 3.8461
H -2.3836 -3.5252 -2.9822
C 2.5524 2.7613 -0.5055
N -0.3520 -2.2929 -1.7142
C 3.0497 3.4160 0.6109
H -0.3814 -3.0144 3.6424
C 0.3225 3.0803 0.3164
C -1.5475 -1.3492 2.9528
H 0.7540 -0.6332 -1.1014
H -2.4575 0.3219 1.9502
C -0.5715 -2.3275 2.8316
C 2.1802 3.9418 1.5500
Cl -1.3945 2.8082 0.1899
C 0.8085 3.7856 1.3979
C 1.1688 2.5646 -0.6735
H 0.1208 4.1961 2.1192
H -0.1134 -3.2420 -1.9581
H 4.1155 3.5112 0.7429
C -2.0175 -2.5965 -3.4158
C -0.1419 -1.5419 0.6143
C -1.7323 -0.4759 1.8940
S 0.5756 1.7005 -2.0562
H 0.9221 -3.1646 1.5330
C -1.3786 -1.7341 -2.3666
H -1.2865 -2.8371 -4.1856
C 0.5170 -1.6435 -0.7395
C 0.1485 -2.4197 1.6480
O -1.8080 -0.5940 -2.1629
N -1.0486 -0.5697 0.7582
Cl 3.6176 2.1767 -1.7125
H 1.4416 -2.2166 -0.6750
H -2.8484 -2.0609 -3.8683
Cu -1.2482 0.7538 -0.8837

Properties
2S+1: 2
lowest unoccupied orbital energy (spin up / spin down): -2.91 / -5.36 eV
gap between HOMO and LUMO (spin up / spin down): 0.304 / 0.211 Ha
highest occupied orbital energy (spin up / spin down): -11.20 / -11.09 eV
total charge: +1

These are the Löwdin partial charges, in e, on atoms 1 to 2: 0.115, 0.118

[5]
Below is a single C6H11NS molecule, with properties calculated with ωB97M-V/def2-TZVPD.

Cartesian coordinates (Å):
H -0.8715 -1.5912 1.5926
C 0.7112 -0.3622 -2.1827
H 0.9500 -1.4287 1.8991
H -0.1865 -0.1477 2.4825
C 0.1894 -0.1766 0.3290
C -1.8546 1.3829 0.6390
H 1.3497 1.6101 -0.2739
S -3.1563 0.4527 0.9090
H -0.2756 -1.8256 -0.9060
C 0.6898 1.2204 0.4459
H 0.8547 1.6212 1.4557
N -0.6568 0.9482 0.0732
H 1.3596 -1.6836 -0.5620
H 0.8398 -1.0906 -2.9706
H -0.1800 0.2498 -2.3839
C -0.0356 -0.9302 1.6529
C 0.5197 -1.0527 -0.8313
H 1.5954 0.2626 -2.1578
H -1.8425 2.5411 0.7895

Properties
2S+1: 1
SMILES: CC[C@@]1(C)CN1C=S
lowest unoccupied orbital energy: 0.48 eV
gap between HOMO and LUMO: 0.331 Ha
highest occupied orbital energy: -8.52 eV

These are the Löwdin partial charges, in e, on atoms 1 to 2: 0.051, -0.085

[6]
Below is C13H10AsClF6IrN3O6S3Sb as an isolated structure, with properties calculated with ωB97M-V/def2-TZVPD.

Cartesian coordinates (Å):
F 1.4743 0.8913 3.0333
S 1.8599 -3.5111 -1.7257
F 1.8607 -3.9827 3.3710
N -0.6393 -2.2070 -0.1865
C -2.5028 1.9139 -4.0553
N 0.0105 0.4737 -1.6841
H -0.1427 -2.5306 0.6528
H -0.3238 2.6387 4.2394
C -0.1772 0.5680 1.3537
H -2.0837 -0.7614 -0.7015
C -0.2503 2.4042 3.1869
F 1.8924 -2.7186 0.9739
F 1.0224 -2.1366 4.8783
C -1.5677 1.4876 -2.9542
Cl -2.6194 3.2005 -1.0533
N -0.5776 1.4595 -0.9537
C -0.5705 0.4981 -2.8778
H 1.7171 0.0568 1.2504
H -0.4270 4.3849 2.5177
As 1.5744 -2.2917 3.2172
O -0.4653 -0.4021 -5.0611
C -1.4895 -0.2334 1.2711
O -3.3856 2.6957 -3.8189
Sb 4.2154 -2.5820 0.1477
O -2.3917 0.0614 2.0075
H -1.5377 0.7651 -5.2826
O 0.8618 -0.2838 0.9415
C -0.2953 3.3449 2.2534
S 6.4391 -1.9363 -0.5612
C -0.2335 3.0100 0.8306
H -1.0456 -3.0285 -0.6252
C -0.1738 -0.5485 -3.8830
H -0.2455 3.8186 0.1141
O 0.4365 -1.5599 -3.4004
C 0.0831 0.9936 2.8299
H -2.5901 -1.8638 0.5718
O -2.2898 1.4255 -5.2581
S 3.2077 -0.7066 -1.0923
C -1.5587 2.0497 -1.6925
C -0.2738 1.7492 0.4114
Ir 1.1434 -1.5539 -1.3379
H -0.3773 0.2658 3.4974
C -1.7426 -1.2933 0.1914
F -0.1178 -2.4468 2.6804
F 4.2969 -1.5786 1.7828

Properties
2S+1: 6
lowest unoccupied orbital energy (spin up / spin down): -1.54 / -3.82 eV
gap between HOMO and LUMO (spin up / spin down): 0.294 / 0.212 Ha
highest occupied orbital energy (spin up / spin down): -9.54 / -9.58 eV

These are the Löwdin partial charges, in e, on atoms 1 to 2: -0.021, 0.334

[7]
Below is a single C2H3Cl2F2N molecule, with properties calculated with ωB97M-V/def2-TZVPD.

Cartesian coordinates (Å):
F 1.3174 -0.7389 0.6267
N -0.3348 -0.9387 -0.9047
Cl -1.4959 -1.8812 0.5865
H -0.9693 1.5235 -0.0966
Cl 0.4305 -2.0649 -1.8496
H 0.3171 1.7991 0.9969
H -0.8589 0.6908 1.3336
C 0.5472 0.0147 -0.1718
C -0.2971 1.0674 0.5699
F 1.3437 0.5283 -1.0909

Properties
2S+1: 1
SMILES: CC(F)(F)N(Cl)Cl
lowest unoccupied orbital energy: -1.89 eV
gap between HOMO and LUMO: 0.308 Ha
highest occupied orbital energy: -10.27 eV

These are the Löwdin partial charges, in e, on atoms 1 to 2: 0.058, -0.634

[8]
Below is C8H15N5OS2 as an isolated structure, with properties calculated with ωB97M-V/def2-TZVPD.

Cartesian coordinates (Å):
N 2.6426 -0.9305 0.3550
H -0.3453 2.4335 -1.0010
H -0.4957 -1.0425 -2.9861
H 2.1402 1.9678 1.8850
H 2.9797 -2.0245 -1.4086
C -1.6754 -0.4421 1.4288
H -0.6617 2.1404 0.9751
C -1.7743 -0.9133 -1.3421
C 1.4458 -1.1101 0.6998
C -2.2770 1.5822 -0.1044
H -2.7288 -0.6748 -1.6337
O -1.8155 0.4167 2.1016
H -1.6710 -1.6711 -0.9604
S 0.2782 -2.1943 0.4882
N 1.1486 0.2662 1.4615
H -0.8047 -1.8395 2.5678
C -0.6274 -0.3379 -2.0630
N 2.2176 0.9482 1.1702
H -1.9161 -2.2707 1.3012
H 4.3164 -1.5642 -0.2783
C -1.1728 2.4946 0.1639
N -1.8962 -0.0031 0.0519
S 4.7410 0.7238 0.2214
H -2.7027 1.7295 -1.1725
H -3.0928 1.6456 0.7257
C 3.1412 0.3259 0.7186
C -1.1367 -1.7111 1.4200
H -0.7807 0.6311 -2.5647
H 0.4414 -0.2737 -1.6675
H -1.3862 3.4869 -0.1257
N 3.4684 -1.7890 -0.4277

Properties
2S+1: 1
lowest unoccupied orbital energy: 0.32 eV
gap between HOMO and LUMO: 0.281 Ha
highest occupied orbital energy: -7.34 eV

These are the Löwdin partial charges, in e, on atoms 1 to 2: -0.138, 0.171

[9]
Below is a single C9H10BN2O4P molecule, with properties calculated with ωB97M-V/def2-TZVPD.

Cartesian coordinates (Å):
C 1.7395 -0.6690 -0.6248
H 2.7712 -0.9895 -0.7186
N 0.8381 -3.8707 1.4909
C -0.8549 0.2037 -0.3787
H 2.2037 1.3874 -1.0617
O 1.2897 4.0674 0.6945
O -3.0192 1.3252 -0.4011
N -2.8126 -0.9137 0.1388
H -1.2395 2.7406 -1.0714
C -0.5344 -1.1337 -0.1769
H 1.6638 -4.1351 2.0141
H -3.7398 -1.1865 -0.1533
C -1.7938 -1.8829 0.1172
H 0.6486 -4.0134 -1.0068
O -0.6619 3.0601 1.6456
C -0.1820 2.6186 -0.8472
H 2.5936 -3.2951 -0.2009
C 0.1175 1.1536 -0.6859
H 1.9261 3.6971 1.3121
H 0.4477 3.0354 -1.6314
C -2.3346 0.3515 -0.2306
C 0.7626 -1.6023 -0.2743
B 0.1669 3.2798 0.5545
H -0.6189 2.1542 1.9662
P 1.2147 -3.3206 0.0766
C 1.4258 0.6736 -0.8153
O -1.9473 -3.0573 0.3090

Properties
2S+1: 1
SMILES: N=[PH2]c1ccc(CB(O)O)c2c1C(=O)NC2=O
lowest unoccupied orbital energy: -0.76 eV
gap between HOMO and LUMO: 0.299 Ha
highest occupied orbital energy: -8.90 eV

These are the Löwdin partial charges, in e, on atoms 1 to 2: -0.064, 0.099

[10]
Below is an isolated ion of composition ClH2NO2P and charge -1, with properties calculated with ωB97M-V/def2-TZVPD.

Cartesian coordinates (Å):
N 1.0643 -0.4417 0.0797
O -0.7651 0.0995 -1.7208
O -0.5712 1.6173 0.7653
H 1.0181 -0.2720 1.0201
H 1.4342 0.3889 -0.4166
P -0.4990 -0.0552 -0.2936
Cl -1.6813 -1.3368 0.5658

Properties
2S+1: 1
SMILES: N[P@](=O)([O-])Cl
lowest unoccupied orbital energy: 3.66 eV
gap between HOMO and LUMO: 0.265 Ha
highest occupied orbital energy: -3.55 eV
total charge: -1

These are the Löwdin partial charges, in e, on atoms 1 to 2: -0.149, -0.437

[11]
Below is a 2-piece molecular cluster, C4H13NO overall, with properties calculated with ωB97M-V/def2-TZVPD.

Cartesian coordinates (Å):
H -0.6059 -2.4357 -3.7941
C -0.0995 0.8370 0.5142
H -2.2714 1.0483 0.5698
C -1.4898 0.3745 0.8855
H 0.5622 -1.8532 -2.9052
H 0.2959 1.6934 1.1416
O 0.2973 -1.9879 -3.7912
H -0.5015 0.1972 -1.6082
H -1.6801 0.5054 2.0270
C -0.2194 1.1691 -1.0359
H 2.1080 0.0546 0.4798
C 1.0513 -0.1588 0.8505
H 0.7236 -1.1463 0.6034
H 0.7380 1.5733 -1.2689
H -1.0913 1.8474 -1.0309
H -1.7782 -0.6972 0.8621
H 1.8034 0.3612 2.7171
H 0.6959 -0.9763 2.5648
N 1.4616 -0.4060 2.2187

Properties
2S+1: 1
SMILES: CC(C)CN.O
lowest unoccupied orbital energy: 0.78 eV
gap between HOMO and LUMO: 0.361 Ha
highest occupied orbital energy: -9.04 eV

These are the Löwdin partial charges, in e, on atoms 1 to 2: 0.077, -0.422

[12]
Below is a 2-piece molecular cluster, CH2Cl2N2 overall, with properties calculated with ωB97M-V/def2-TZVPD.

Cartesian coordinates (Å):
N -0.6836 0.4779 -0.7138
C -0.2837 0.5503 0.3882
H -0.7877 0.6706 -1.6474
Cl 3.4975 1.2430 -0.2387
Cl 3.3566 -1.5512 -0.1257
N 2.9042 -0.1785 0.6171
H 1.9520 -0.0077 0.5971

Properties
2S+1: 1
lowest unoccupied orbital energy: 0.44 eV
gap between HOMO and LUMO: 0.368 Ha
highest occupied orbital energy: -9.58 eV

These are the Löwdin partial charges, in e, on atoms 1 to 2: 0.082, -0.016